No. 1
# C5H12O

A 2-piece molecular cluster, C5H12O overall (ωB97M-V/def2-TZVPD, the Open Molecules 2025 dataset).

Summary:
- frontier orbital gap (eV) = 9.92
- LUMO energy (eV) = 0.884
- SMILES = C/C=C/CC.O
- ΔE to the lowest compared entry with this formula, charge and spin (kJ/mol) = 99.5
- total energy (eV) = -7426.28053
- highest occupied orbital energy (eV) = -9.04

```
! wB97M-V def2-TZVPD RIJCOSX def2/J DEFGRID3
* xyz 0 1
C 0.1266 1.2032 -1.9641
C 1.2209 0.5834 -1.0787
C 0.7708 -0.6553 -0.3546
C 0.6823 -0.7798 0.9603
C 0.3437 -2.0611 1.6969
H -0.4966 0.3876 -2.3333
H -0.4499 1.9471 -1.4313
H 0.5881 1.6836 -2.8255
H 2.0510 0.2957 -1.7316
H 1.6701 1.2401 -0.3340
H 0.2868 -1.3974 -0.9802
H 0.9971 0.0165 1.6112
H -0.6478 -2.4347 1.4268
H 1.0682 -2.8373 1.4780
H 0.2946 -1.8486 2.7561
H -2.6886 1.7652 -0.0067
H -2.6184 0.4375 0.6918
O -2.3176 1.3581 0.7877
*
```

No. 2
# C6H13NO

An isolated molecule of C6H13NO (ωB97M-V/def2-TZVPD, the Open Molecules 2025 dataset).

Summary:
- frontier orbital gap (eV) = 8.78
- LUMO energy (eV) = 0.870
- SMILES = C/C=C(\N)C(C)(C)O
- ΔE to the lowest compared entry with this formula, charge and spin (kJ/mol) = 195.6
- total energy (eV) = -9969.14706
- highest occupied orbital energy (eV) = -7.91

```
! wB97M-V def2-TZVPD RIJCOSX def2/J DEFGRID3
* xyz 0 1
C 0.6893 -0.4318 -0.6970
C 0.4657 -1.9328 -0.7164
C 2.0886 -0.0506 -0.2614
C -1.9362 0.7188 1.8911
C -0.3914 0.4003 -0.0985
N -0.5790 1.7168 -0.5327
C -0.9566 -0.0404 1.0514
O 0.3593 0.0557 -2.2087
H -0.5188 0.1599 -2.5908
H -0.7745 2.4008 0.1817
H 0.1376 2.0344 -1.1698
H -0.6278 -0.9725 1.4823
H 2.7957 -0.3527 -1.0345
H 1.1404 -2.3752 -1.4497
H 0.6868 -2.3788 0.2512
H -0.5590 -2.1663 -0.9957
H 2.3406 -0.5413 0.6756
H 2.2073 1.0235 -0.1372
H -2.6382 0.0318 2.3627
H -1.4312 1.2608 2.6969
H -2.4987 1.4397 1.2995
*
```

No. 3
# C55H51ClF10N2O6S2

A 7-piece molecular cluster, C55H51ClF10N2O6S2 overall (ωB97M-V/def2-TZVPD, the Open Molecules 2025 dataset).

Summary:
- frontier orbital gap (eV) = 6.91
- LUMO energy (eV) = -2.293
- SMILES = NCCc1c(N)c2c(c(CCC(F)(F)F)c1CCCCS(=O)(=O)Cl)C(=O)C=C(S(=O)(=O)F)C2=O.Fc1ccccc1.Fc1ccccc1.Fc1ccccc1.Fc1ccccc1.Fc1ccccc1.Fc1ccccc1
- total energy (eV) = -134485.06418
- highest occupied orbital energy (eV) = -9.20

```
! wB97M-V def2-TZVPD RIJCOSX def2/J DEFGRID3
* xyz 0 1
N 2.8549 -2.8524 -3.1905
C 1.4752 -2.4650 -3.6934
C 0.3460 -3.5272 -3.2516
C -0.9032 -2.8934 -2.4929
C -2.3179 -3.1527 -3.1228
N -2.5475 -3.9304 -4.3494
C -3.5942 -2.5811 -2.4063
C -3.4981 -1.7560 -1.0665
C -2.0950 -1.4936 -0.4508
C -1.9873 -0.6333 0.8868
C -2.1049 -1.4806 2.2435
C -1.4724 -0.5650 3.4169
F -2.1793 0.6877 3.3484
F -0.0996 -0.2739 3.2161
F -1.6528 -1.1166 4.7102
C -0.8083 -2.0703 -1.1564
C 0.5946 -1.7925 -0.4511
C 0.6722 -2.7718 0.8594
C 1.8647 -3.8490 0.7072
C 1.2483 -5.3383 0.5401
S 2.6597 -6.5084 0.8670
O 3.1232 -6.2689 2.2902
O 3.7510 -6.1431 -0.1177
Cl 2.0711 -8.4915 0.7405
C -4.8738 -1.2740 -0.4513
O -5.0807 -0.2142 0.1804
C -6.1447 -2.2328 -0.7125
C -6.2404 -2.9790 -1.9289
S -7.7489 -4.0527 -2.2261
O -7.7209 -4.6904 -3.5912
O -9.0111 -3.2155 -2.1652
F -7.8595 -5.2736 -1.0818
C -5.0478 -2.8538 -3.0172
O -5.3128 -2.9335 -4.2338
H 3.1720 -2.1330 -2.5115
H 2.8105 -3.7183 -2.6349
H 1.4839 -2.2175 -4.8045
H 1.2276 -1.4846 -3.1286
H -0.0429 -4.0044 -4.2303
H 0.7590 -4.4104 -2.6371
H -3.2383 -4.6848 -4.1624
H -3.0008 -3.3486 -5.0687
H -0.9742 -0.0760 0.8874
H -2.7763 0.2067 0.9563
H -3.2052 -1.6339 2.5613
H -1.6391 -2.5181 2.2102
H 1.5061 -2.0515 -1.0827
H 0.7367 -0.7026 -0.1119
H 0.7994 -2.1002 1.7777
H -0.3046 -3.3791 0.8754
H 2.5938 -3.6300 -0.1391
H 2.4293 -3.8499 1.7063
H 0.7449 -5.5132 -0.4706
H 0.4918 -5.4893 1.3811
H -6.9805 -2.3076 0.0540
F 0.0823 1.0226 -1.7863
C 0.6836 2.1333 -1.3254
C 1.6898 2.7232 -2.0744
C 2.3085 3.8752 -1.5995
C 1.9214 4.4175 -0.3765
C 0.9134 3.8139 0.3694
C 0.2863 2.6680 -0.1098
H 1.9832 2.2821 -3.0200
H 3.0916 4.3496 -2.1810
H 2.4075 5.3136 -0.0052
H 0.6158 4.2355 1.3236
H -0.5068 2.1899 0.4536
F 2.6377 3.7243 5.4493
C 2.4687 2.5890 6.1454
C 1.6593 1.5886 5.6301
C 1.4878 0.4097 6.3491
C 2.1196 0.2496 7.5798
C 2.9268 1.2630 8.0901
C 3.1071 2.4376 7.3665
H 1.1692 1.7346 4.6744
H 0.8627 -0.3827 5.9516
H 1.9822 -0.6685 8.1420
H 3.4150 1.1377 9.0507
H 3.7387 3.2333 7.7439
F 1.7321 7.2032 -1.8368
C 0.4782 7.6387 -1.6273
C 0.2413 8.9993 -1.5123
C -1.0578 9.4509 -1.3006
C -2.1026 8.5360 -1.1957
C -1.8520 7.1717 -1.3078
C -0.5553 6.7198 -1.5304
H 1.0682 9.6958 -1.5885
H -1.2557 10.5143 -1.2169
H -3.1126 8.8886 -1.0263
H -2.6664 6.4602 -1.2218
H -0.3437 5.6615 -1.6289
F 4.2555 -2.0999 4.7623
C 5.4097 -1.5006 5.0972
C 6.5863 -2.2330 5.0827
C 7.7825 -1.6104 5.4247
C 7.7863 -0.2653 5.7875
C 6.5975 0.4586 5.8031
C 5.4032 -0.1607 5.4507
H 6.5624 -3.2806 4.8056
H 8.7103 -2.1720 5.4093
H 8.7194 0.2184 6.0584
H 6.6011 1.5049 6.0898
H 4.4693 0.3902 5.4489
F -4.4051 8.6720 -2.8176
C -5.2011 9.7452 -2.6904
C -6.5401 9.5670 -2.3798
C -7.3633 10.6799 -2.2430
C -6.8404 11.9575 -2.4290
C -5.4952 12.1239 -2.7455
C -4.6688 11.0120 -2.8716
H -6.9308 8.5649 -2.2470
H -8.4109 10.5523 -1.9927
H -7.4845 12.8249 -2.3263
H -5.0905 13.1193 -2.8939
H -3.6172 11.1230 -3.1090
F 1.2708 -7.0941 -4.2482
C 1.9905 -8.2276 -4.1911
C 3.1781 -8.3163 -4.8997
C 3.9253 -9.4879 -4.8361
C 3.4707 -10.5610 -4.0730
C 2.2739 -10.4619 -3.3695
C 1.5320 -9.2868 -3.4242
H 3.5117 -7.4740 -5.4945
H 4.8601 -9.5654 -5.3805
H 4.0522 -11.4762 -4.0274
H 1.9191 -11.2998 -2.7788
H 0.6023 -9.1887 -2.8758
*
```